1.
Formula: C3H8N2OS
Source: OMol25
Level of theory: ωB97M-V with the def2-TZVPD basis set

Properties
- electronic energy (eV) = -19103.1451
- Kohn-Sham gap (Eh) = 0.367
- lowest unoccupied orbital energy (eV) = 0.703

The geometry in ORCA input format:
```
! RIJCOSX wB97M-V def2-TZVPD def2/J DEFGRID3
* xyz 0 1
S 0.03 1.01 -3.35
O -0.22 -1.74 -2.02
N -0.09 0.53 -1.72
N 0.24 0.32 0.84
C -0.27 -0.77 -1.32
C -0.44 -0.76 0.19
C 0.00 0.30 2.30
H -1.52 -0.72 0.51
H -0.13 1.20 -0.96
H 1.24 0.39 0.60
H -0.06 -1.74 0.54
H 1.44 1.03 -3.55
H -1.05 0.37 2.47
H 0.47 1.18 2.69
H 0.37 -0.59 2.78
*
```

=====

2.
Formula: C10H43N13O11
Source: OMol25
Level of theory: ωB97M-V with the def2-TZVPD basis set

Properties
- electronic energy (eV) = -52961.7935
- Kohn-Sham gap (Eh) = 0.351
- lowest unoccupied orbital energy (eV) = 0.215

The geometry in ORCA input format:
```
! RIJCOSX wB97M-V def2-TZVPD def2/J DEFGRID3
* xyz 0 1
O 5.79 -4.15 2.84
O 7.64 2.82 -0.96
O 4.48 6.05 -6.80
O -5.06 2.95 7.30
O -1.46 1.12 -8.35
O 2.43 8.77 -2.87
O -6.92 -4.51 -5.91
O -1.79 0.15 0.49
O -1.18 -6.79 2.87
O 0.79 -3.05 8.86
O 2.47 7.17 1.97
N -5.70 -2.76 -6.60
N 7.87 -3.61 2.40
N -4.98 3.64 5.20
N -5.42 1.61 5.57
N -4.91 -4.68 -6.70
N 0.70 2.49 -1.17
N 0.07 -7.09 1.04
N -0.04 -1.21 9.62
N -1.56 -8.42 1.43
N -1.56 3.22 -7.65
N -0.77 2.81 -9.68
N 6.90 -2.64 4.08
N -0.98 -2.16 7.84
C 6.80 -3.55 3.09
C 1.28 0.28 -0.39
C -1.03 1.28 0.32
C -0.95 -7.35 1.81
C -1.27 2.32 -8.54
C 0.06 1.19 -0.76
C -0.06 -2.21 8.76
C -5.14 2.71 6.09
C -2.51 -0.32 -0.64
C -5.90 -4.02 -6.40
H -2.29 -8.73 2.06
H 1.61 2.24 -1.55
H 4.48 5.14 -6.51
H 2.07 9.48 -2.33
H 0.64 -1.33 10.36
H -1.90 -1.13 -1.05
H -0.60 3.80 -9.62
H -4.79 -2.40 -6.84
H -0.38 0.74 -1.65
H -4.15 -4.34 -7.27
H 0.87 3.02 -0.33
H 2.27 7.08 2.90
H 0.32 -7.49 0.14
H -3.50 -0.66 -0.36
H -0.66 1.35 1.34
H 3.07 7.92 1.93
H -6.45 -2.08 -6.54
H -0.87 -2.82 7.09
H -4.66 4.57 5.41
H 8.65 -3.04 2.69
H -0.44 2.16 -10.38
H 1.91 0.86 0.29
H 6.27 -2.46 4.84
H 8.43 2.39 -1.29
H -5.31 3.46 4.26
H -1.53 -1.38 7.52
H 7.71 -2.03 4.08
H 7.85 3.01 -0.05
H -5.84 0.96 6.22
H -1.71 2.13 0.40
H -0.42 -0.32 9.36
H -5.14 1.28 4.66
H -5.01 -5.64 -6.38
H -1.08 -8.96 0.74
H 1.05 -0.66 0.11
H 0.57 -6.28 1.37
H -2.68 0.45 -1.39
H 1.80 0.08 -1.32
H 4.51 6.56 -5.99
H 2.55 8.04 -2.26
H 7.71 -4.15 1.56
H -1.23 4.18 -7.68
H -1.79 2.89 -6.72
*
```

=====

3.
Formula: C19H22N8O3SW
Source: OMol25
Level of theory: ωB97M-V with the def2-TZVPD basis set

Properties
- electronic energy (eV) = -50774.8585
- Kohn-Sham gap (spin up / spin down) (Eh) = 0.235 / 0.287
- lowest unoccupied orbital energy (spin up / spin down) (eV) = -7.333 / -7.191

The geometry in ORCA input format:
```
! RIJCOSX wB97M-V def2-TZVPD def2/J DEFGRID3
* xyz 2 3
W -0.35 -0.59 0.02
S -4.85 -1.42 1.12
O -0.82 1.16 1.28
O 1.70 2.74 -0.52
O 1.21 0.63 0.08
N -0.54 -4.69 0.02
N 0.39 -1.72 1.71
N -2.22 -0.93 0.47
N -0.09 -2.51 -0.79
N -0.75 -4.21 -2.31
N -0.96 0.50 -1.80
N -1.39 -6.22 -1.45
N -0.10 -2.19 -3.11
C 1.22 -2.08 3.90
C 1.09 -3.45 3.74
C -2.62 1.27 -3.34
C -0.94 3.46 0.46
C -1.67 1.89 -4.14
C 0.29 -3.05 1.54
C 0.62 -3.95 2.53
C -0.05 2.40 1.09
C -3.37 -1.15 0.76
C 0.55 2.83 2.41
C -0.15 -3.48 0.19
C -0.32 -2.99 -2.07
C 1.05 1.97 0.12
C -0.34 1.78 -3.74
C -2.24 0.60 -2.20
C -2.04 2.64 -5.38
C -0.02 1.10 -2.59
C -0.89 -5.02 -1.26
C 0.85 -1.24 2.87
H -0.24 -2.58 -4.03
H 0.51 -5.01 2.35
H -1.40 3.09 -0.46
H 1.59 -1.66 4.82
H -1.48 -6.86 -0.67
H 1.01 1.03 -2.26
H -3.11 2.62 -5.56
H -1.74 1.33 1.52
H -1.72 3.68 -5.30
H 0.91 -0.17 2.95
H 1.25 2.10 2.80
H -1.66 -6.52 -2.37
H -2.98 0.12 -1.57
H -0.24 3.01 3.15
H 0.35 -1.30 -3.02
H 1.09 3.77 2.27
H 0.46 2.23 -4.31
H -1.72 3.76 1.16
H 1.37 -4.13 4.54
H -0.34 4.33 0.22
H -3.67 1.32 -3.59
H -1.53 2.22 -6.25
*
```

=====

4.
Formula: C44H84BrN10O4Si
Source: OMol25
Level of theory: ωB97M-V with the def2-TZVPD basis set

Properties
- electronic energy (eV) = -147990.0723
- Kohn-Sham gap (Eh) = 0.313
- lowest unoccupied orbital energy (eV) = -3.527

The geometry in ORCA input format:
```
! RIJCOSX wB97M-V def2-TZVPD def2/J DEFGRID3
* xyz 1 1
Br -6.13 0.27 -1.34
Si -0.68 -5.49 2.53
O -4.48 -2.00 2.20
O -3.42 2.22 -1.63
O -1.92 -4.63 1.65
O -3.09 1.00 -3.51
N 3.20 0.75 -6.22
N -2.63 -0.55 -0.26
N -1.61 5.01 -8.65
N -0.84 4.47 -1.48
N -1.12 -2.90 -0.73
N 3.71 3.80 3.56
N -4.67 -1.99 -0.14
N -2.50 -3.00 -0.57
N 0.26 -0.54 4.26
N 6.70 -2.04 4.38
C 3.16 4.78 3.23
C 5.84 -4.27 5.58
C -1.70 2.35 -8.37
C 0.68 2.29 -7.47
C -1.51 5.16 -2.15
C 0.96 5.97 4.88
C 1.95 6.78 4.05
C 5.41 2.65 -4.26
C 0.72 -4.25 -1.74
C -4.97 -1.49 3.46
C -0.38 -4.80 4.29
C 0.16 2.39 1.84
C -1.78 -0.35 0.95
C -4.77 -2.04 -2.74
C -0.67 -3.44 -1.85
C 6.32 -3.02 4.91
C -1.36 -3.42 -3.28
C -2.27 -5.33 0.41
C -0.78 1.92 -7.23
C -0.59 6.09 -4.84
C 1.05 0.01 4.94
C -1.65 3.84 -8.53
C 2.06 0.70 5.79
C 2.45 6.03 2.81
C 1.02 -5.38 1.61
C -1.33 2.28 1.23
C 4.87 2.78 -5.69
C 3.99 -0.30 4.46
C -2.86 1.08 -2.27
C -5.85 -1.65 -3.89
C -1.06 -7.36 2.72
C -2.37 6.03 -3.02
C -3.09 -4.37 -0.60
C -5.45 -1.64 -1.34
C -2.12 0.97 1.76
C 3.94 1.64 -5.99
C -5.08 -1.27 1.09
C 3.33 0.97 4.98
C -2.04 5.78 -4.50
C 6.02 -4.15 7.09
C -2.03 -0.05 -1.52
C 7.47 -3.96 7.50
C 4.31 2.70 -3.21
C -3.20 -1.89 -0.36
H -0.34 -7.84 3.47
H 4.34 3.72 -5.82
H -1.11 2.37 -6.29
H 6.40 -5.12 5.19
H -2.73 2.05 -8.16
H -2.25 4.73 -4.75
H 5.63 -5.05 7.57
H -1.27 -5.68 -0.05
H -6.22 -1.37 1.21
H -5.69 -2.23 -4.86
H -0.35 7.13 -4.62
H -4.74 -0.19 1.16
H -0.84 -7.86 1.72
H -0.85 0.83 -7.10
H -1.83 0.80 2.86
H -4.96 -0.36 3.44
H -1.79 -2.43 -3.60
H -4.17 -4.44 -0.27
H 3.61 1.86 -3.32
H 0.77 1.50 1.47
H 0.58 3.39 1.50
H 0.09 5.68 4.28
H -1.02 0.44 -1.24
H 1.61 5.77 2.16
H 1.40 -3.85 -0.93
H 1.90 -5.57 2.32
H 5.43 -3.31 7.47
H 5.70 2.75 -6.40
H -1.37 2.40 0.10
H 4.73 2.63 -2.21
H 0.04 2.39 2.98
H 0.10 5.45 -4.29
H -2.16 -4.21 -3.45
H -1.78 -0.92 -2.20
H 0.40 -5.34 -1.53
H 1.17 -4.24 -2.78
H 0.61 6.56 5.73
H -0.52 -3.66 -4.04
H -1.40 1.88 -9.31
H 4.78 -4.42 5.33
H -1.91 3.18 1.66
H 8.09 -4.79 7.15
H -5.99 -1.95 3.68
H -2.19 7.08 -2.76
H -3.03 -4.88 -1.62
H 7.56 -3.91 8.59
H 5.96 1.71 -4.15
H 1.42 5.06 5.28
H 1.05 1.84 -8.39
H -3.47 2.89 -2.34
H 6.11 3.46 -4.07
H -0.98 -3.84 4.47
H 2.80 7.07 4.68
H -3.23 1.25 1.77
H -1.97 -1.25 1.64
H 1.30 1.93 -6.64
H 4.05 1.51 5.60
H -0.65 -0.37 0.74
H -2.70 6.39 -5.12
H -5.63 -0.55 -4.14
H -2.15 -7.54 3.02
H -0.41 5.92 -5.91
H 1.08 -4.30 1.21
H -0.63 -5.56 5.11
H 4.90 -0.06 3.91
H 3.14 6.66 2.24
H 1.02 -6.16 0.78
H -3.42 5.80 -2.83
H 0.81 3.37 -7.53
H -2.88 -6.24 0.72
H 0.73 -4.52 4.47
H 3.74 3.63 -3.28
H -4.49 -3.14 -2.77
H 3.33 -0.84 3.77
H 2.29 0.08 6.66
H 3.10 1.62 4.13
H -6.92 -1.67 -3.51
H 7.89 -3.03 7.10
H 1.46 7.71 3.73
H -4.25 -1.90 4.27
H -3.84 -1.44 -2.99
H 4.25 -0.97 5.28
H 1.64 1.65 6.15
H -6.42 -2.26 -1.29
*
```

=====

5.
Formula: C32H31N4O9S5Tl
Source: OMol25
Level of theory: ωB97M-V with the def2-TZVPD basis set

Properties
- electronic energy (eV) = -116943.1237
- Kohn-Sham gap (Eh) = 0.298
- lowest unoccupied orbital energy (eV) = 0.268

The geometry in ORCA input format:
```
! RIJCOSX wB97M-V def2-TZVPD def2/J DEFGRID3
* xyz 0 1
Tl 0.61 0.41 -0.92
S -0.12 -1.33 1.84
S -1.41 -2.42 -1.89
S 1.15 1.87 2.60
S 3.86 0.75 -1.82
S -2.58 2.32 3.10
O -1.10 -2.36 2.09
O -1.84 1.68 4.13
O -1.60 -1.09 -2.54
O -0.63 -0.17 1.12
O 1.12 -1.84 1.24
O 1.61 1.27 1.38
O -0.13 2.90 2.42
O 2.03 2.79 3.25
O -3.33 3.52 3.35
N 4.62 0.44 0.70
N -1.40 2.71 1.93
N 3.73 -1.43 -0.30
N -0.65 2.89 -0.27
C 0.68 0.11 6.12
C 0.10 -1.58 4.52
C -0.85 3.31 -1.53
C -3.06 -5.82 -3.33
C -5.47 -0.67 1.29
C -3.67 1.18 2.33
C -2.87 -4.28 -5.17
C -4.29 -1.09 1.89
C 0.31 -0.70 3.47
C 4.75 -0.24 1.97
C 0.86 -3.88 -1.39
C 2.18 -4.26 -1.63
C 2.91 -3.66 -2.65
C 4.07 -0.11 -0.39
C -3.02 4.12 -1.03
C -5.74 0.70 1.24
C -4.86 1.62 1.77
C 0.29 -2.90 -2.20
C -3.24 -5.52 -4.67
C -1.62 3.09 0.60
C 2.33 -2.66 -3.43
C -2.52 -4.86 -2.48
C -6.44 -1.66 0.71
C 0.90 1.01 5.09
C -2.32 -3.32 -4.33
C -2.82 3.73 0.27
C -2.01 3.91 -1.96
C 0.29 -1.18 5.83
C -3.39 -0.18 2.42
C 1.01 -2.28 -3.21
C -2.14 -3.64 -3.00
C 0.72 0.61 3.77
H 5.47 0.30 2.58
H -3.67 -6.26 -5.33
H -2.11 4.23 -2.99
H -7.43 -1.52 1.14
H 0.80 0.43 7.15
H -0.23 -2.58 4.28
H 0.30 -4.32 -0.58
H 3.26 -1.73 0.55
H -6.67 1.04 0.80
H 2.64 -5.02 -1.01
H 3.80 -0.29 2.51
H 0.54 -1.50 -3.79
H 2.91 -2.17 -4.19
H -2.05 -2.34 -4.69
H -2.39 -5.07 -1.42
H -3.94 4.62 -1.32
H -3.36 -6.78 -2.94
H -4.05 -2.15 1.95
H 1.21 2.02 5.29
H 5.13 -1.25 1.81
H -6.12 -2.68 0.90
H -3.54 3.95 1.04
H -3.02 -4.05 -6.22
H 3.28 -1.78 -1.13
H -0.02 3.15 -2.21
H 0.11 -1.89 6.64
H 4.64 1.44 0.69
H -6.53 -1.52 -0.37
H -2.49 -0.52 2.90
H -5.11 2.67 1.77
H 3.94 -3.94 -2.82
*
```

=====

6.
Formula: C3H10N2
Source: OMol25
Level of theory: ωB97M-V with the def2-TZVPD basis set

Properties
- electronic energy (eV) = -6250.7910
- Kohn-Sham gap (Eh) = 0.312
- lowest unoccupied orbital energy (eV) = 0.862

The geometry in ORCA input format:
```
! RIJCOSX wB97M-V def2-TZVPD def2/J DEFGRID3
* xyz 0 1
N 1.99 1.56 -0.10
N -1.42 0.79 0.01
C -1.97 -0.56 0.12
C 1.25 0.55 -0.10
C 1.68 -0.88 -0.02
H 1.25 -1.34 0.87
H -1.55 1.35 0.84
H -1.53 -1.04 1.00
H -1.69 -1.12 -0.76
H -2.10 1.36 -0.75
H 3.00 1.37 -0.06
H 2.77 -0.98 0.05
H 0.06 0.96 -0.41
H -3.06 -0.57 0.21
H 1.33 -1.43 -0.89
*
```

=====

> What is the formula in the fifth record?

C32H31N4O9S5Tl

=====

> Number 5 is which compound?

C32H31N4O9S5Tl

=====

> Number 2 is which compound?

C10H43N13O11